No. 1
Entry from the OMol25 dataset: one molecule with the formula H8P4Si in a non-equilibrium geometry (the ωB97M-V functional and the def2-TZVPD basis).

Each atom is followed by the atoms it is bonded to, with distances in Å.
Element x y z (Å)
1 Si -0.1919 0.0173 0.0213  P2 2.200, P3 2.421, P4 2.288, P5 2.378
2 P 0.5748 -1.9473 -0.6069  Si1 2.200, H6 1.496, H7 1.374
3 P 0.1538 1.5620 -1.8112  Si1 2.421, H8 1.409, H9 1.466
4 P -2.4751 0.0585 0.1563  Si1 2.288, H10 1.365, H11 1.455
5 P 1.2901 0.4646 1.8258  Si1 2.378, H12 1.370, H13 1.468
6 H 1.8591 -1.2013 -0.7839  P2 1.496
7 H 0.1752 -1.9703 -1.9213  P2 1.374
8 H 1.3662 2.2172 -1.5180  P3 1.409
9 H 0.8631 0.5666 -2.6213  P3 1.466
10 H -2.2348 -1.1654 0.7105  P4 1.365
11 H -2.8435 0.7435 1.3865  P4 1.455
12 H 0.4825 1.3490 2.4912  P5 1.370
13 H 0.9804 -0.6945 2.6711  P5 1.468

Output
Total charge = 0
Structure (SMILES) = P[Si](P)(P)P
Lowest unoccupied orbital energy = 0.5 eV
ΔE to the lowest compared entry with this formula, charge and spin = 1.6 kJ/mol
Molecular weight = 160.05 g mol⁻¹

No. 2
Entry from the OMol25 dataset: a 3-piece molecular cluster, H9N3 overall in a non-equilibrium geometry (the ωB97M-V functional and the def2-TZVPD basis).

Each atom is followed by the atoms it is bonded to, with distances in Å.
Element x y z (Å)
1 N -2.2047 -0.8720 -0.7792  H2 1.012, H3 1.023, H4 1.013
2 H -1.8404 0.0723 -0.7784  N1 1.012
3 H -1.7510 -1.4019 -1.5273  N1 1.023
4 H -1.9653 -1.3449 0.0836  N1 1.013
5 N -0.8855 0.5109 2.1374  H6 1.025, H7 1.015, H8 1.013
6 H -0.9265 0.9236 3.0747  N5 1.025
7 H -1.8127 0.4700 1.7268  N5 1.015
8 H -0.3291 -0.3358 2.1196  N5 1.013
9 N 2.9349 0.2510 -1.4888  H10 1.016, H11 1.021, H12 1.018
10 H 1.9984 0.5314 -1.2138  N9 1.016
11 H 3.1327 0.5185 -2.4537  N9 1.021
12 H 3.6491 0.6769 -0.9009  N9 1.018

Output
Total charge = +1
Lowest unoccupied orbital energy (spin up / spin down) = -3.4 / -10.4 eV
Multiplicity = 2
⟨S²⟩ = 0.758
Molecular weight = 51.09 g mol⁻¹

No. 3
Entry from the OMol25 dataset: a 4-piece molecular cluster, H9O4 overall in a non-equilibrium geometry (the ωB97M-V functional and the def2-TZVPD basis).

Each atom is followed by the atoms it is bonded to, with distances in Å.
Element x y z (Å)
1 O 1.1950 0.0483 0.3188  H2 1.047, H4 0.973, H9 1.110
2 H 1.1435 0.4640 1.2788  O1 1.047
3 H -0.9428 -1.5832 0.0759  O8 0.975
4 H 1.4350 0.8592 -0.1619  O1 0.973
5 O 1.9284 1.3569 2.3443  H6 0.966, H7 0.968
6 H 1.4405 1.9899 2.8862  O5 0.966
7 H 2.7096 1.8115 1.9987  O5 0.968
8 O -1.1463 -0.6329 0.0013  H3 0.975, H10 1.016
9 H 0.1606 -0.3364 0.1966  O1 1.110
10 H -1.4125 -0.6256 -0.9796  O8 1.016
11 O -1.9882 -1.3010 -2.3365  H12 0.972, H13 0.969
12 H -2.9089 -1.0034 -2.4287  O11 0.972
13 H -1.6140 -1.0473 -3.1939  O11 0.969

Output
Total charge = +1
Lowest unoccupied orbital energy = -3.5 eV
ΔE to the lowest compared entry with this formula, charge and spin = 80.9 kJ/mol
Molecular weight = 73.07 g mol⁻¹